Entry from the Open Molecules 2025 dataset: an isolated ion of composition C5H16NSi and charge +1 in a non-equilibrium geometry (ωB97M-V/def2-TZVPD).

Calculated values
LUMO level: -3.45 eV
Electronic energy: -544.0891 a.u.
ΔE to the lowest compared entry with this formula, charge and spin: 0.000 eV
SMILES string: CC[C@@H](C)[Si@H](C)[NH3+]
Charge: +1

Structure (XYZ):
```
23
Properties=species:S:1:pos:R:3:mulliken_charge:R:1
C 2.795 -0.602 0.360 -1.19
C 1.510 -0.463 -0.541 -0.64
C 0.406 0.362 -0.005 0.48
C 0.663 1.931 -0.303 -1.63
Si -1.321 -0.080 -0.583 0.33
C -2.657 0.726 0.438 -1.15
N -1.494 -1.931 0.195 -0.50
H 3.591 -1.330 -0.010 0.34
H 2.523 -0.718 1.435 0.31
H 3.400 0.350 0.353 0.30
H 2.015 -0.026 -1.360 0.35
H 1.161 -1.415 -0.901 0.40
H 0.179 0.404 1.059 0.34
H 1.457 2.366 0.214 0.41
H 1.023 1.985 -1.355 0.42
H -0.259 2.511 -0.073 0.41
H -1.773 -0.170 -1.908 -0.08
H -3.402 1.349 -0.175 0.31
H -3.220 0.023 1.011 0.40
H -2.235 1.389 1.070 0.42
H -0.661 -2.322 -0.055 0.29
H -1.330 -1.979 1.217 0.36
H -2.370 -2.360 -0.082 0.32
```

---

Entry from the Open Molecules 2025 dataset: a 4-piece molecular cluster, C25H58N3O2 overall in a non-equilibrium geometry (ωB97M-V/def2-TZVPD).

Calculated values
LUMO level: -2.98 eV
Electronic energy: -1301.7105 a.u.
Charge: +1

Structure (XYZ):
```
88
Properties=species:S:1:pos:R:3:mulliken_charge:R:1
C 10.744 -1.145 0.540 -1.53
C 9.850 -1.162 -0.697 1.29
O 10.369 -0.267 -1.683 -0.58
C 9.845 -2.511 -1.422 -1.28
N 8.590 -3.296 -1.290 -0.18
C 7.936 -3.303 -0.114 0.40
N 8.514 -3.931 0.937 -0.50
N 6.747 -2.772 0.066 0.06
C 5.978 -2.038 -0.910 -1.08
C 5.621 -0.643 -0.375 0.42
C 4.820 -0.583 0.995 -1.10
O 6.346 -0.275 0.680 -0.47
H 10.823 -2.133 0.991 0.34
H 11.750 -0.860 0.248 0.42
H 10.376 -0.458 1.296 0.36
H 8.843 -0.814 -0.449 -0.16
H 10.460 0.610 -1.296 0.36
H 10.673 -3.119 -1.067 0.39
H 10.010 -2.337 -2.478 0.46
H 7.982 -3.231 -2.091 0.41
H 9.495 -4.124 0.776 0.32
H 8.428 -3.425 1.811 0.26
H 6.320 -2.881 0.974 0.26
H 5.048 -2.542 -1.160 0.41
H 6.564 -1.816 -1.796 0.44
H 5.313 0.076 -1.125 0.55
H 4.645 -1.696 0.922 0.26
H 4.910 -0.634 2.076 0.48
C 2.016 -1.872 -2.152 -1.20
C 2.042 -0.346 -2.200 -0.31
C 1.411 0.311 -0.974 -0.39
C -0.073 0.001 -0.775 -0.92
C -0.972 0.378 -1.952 0.26
C -0.977 1.873 -2.257 -1.40
H 0.998 -2.260 -2.134 0.38
H 2.509 -2.299 -3.028 0.38
H 2.531 -2.242 -1.259 0.18
H 1.551 0.001 -3.112 0.36
H 3.084 -0.014 -2.274 0.23
H 1.554 1.393 -1.041 0.35
H 1.957 -0.006 -0.079 0.13
H -0.419 0.527 0.119 0.43
H -0.199 -1.065 -0.561 0.31
H -1.992 0.065 -1.717 -0.20
H -0.681 -0.179 -2.848 0.30
H -1.302 2.445 -1.386 0.28
H -1.661 2.097 -3.076 0.39
H 0.011 2.232 -2.551 0.41
C -7.970 -0.302 0.263 -0.82
C -6.981 -1.363 -0.209 -0.62
C -5.542 -0.852 -0.257 -0.57
C -5.303 0.311 -1.221 0.01
C -5.678 0.037 -2.676 -0.62
C -4.870 -1.092 -3.310 -1.00
H -8.003 0.550 -0.417 0.27
H -8.980 -0.710 0.327 0.44
H -7.689 0.061 1.254 -0.03
H -7.286 -1.743 -1.188 0.26
H -7.021 -2.216 0.473 0.39
H -4.878 -1.683 -0.514 0.35
H -5.246 -0.532 0.748 0.30
H -4.244 0.587 -1.173 0.09
H -5.855 1.190 -0.876 0.15
H -5.515 0.951 -3.251 0.39
H -6.745 -0.187 -2.755 0.29
H -3.801 -0.867 -3.275 0.09
H -5.149 -1.220 -4.357 0.40
H -5.037 -2.045 -2.806 0.28
C -4.352 4.980 2.953 -1.24
C -4.294 3.481 3.234 -0.62
C -5.246 2.662 2.364 -0.12
C -6.729 2.987 2.549 -0.64
C -7.254 2.831 3.975 -0.46
C -7.150 1.405 4.506 -1.11
H -5.338 5.393 3.169 0.30
H -3.631 5.518 3.570 0.39
H -4.119 5.189 1.907 0.29
H -4.498 3.298 4.292 0.31
H -3.274 3.128 3.056 0.36
H -5.078 1.598 2.561 0.14
H -4.986 2.815 1.311 0.31
H -7.308 2.338 1.885 0.18
H -6.924 4.008 2.211 0.39
H -8.302 3.138 3.991 0.37
H -6.727 3.513 4.648 0.27
H -7.700 0.711 3.867 0.22
H -7.569 1.333 5.511 0.40
H -6.113 1.067 4.561 0.26
```

---

Entry from the Open Molecules 2025 dataset: a 6-piece molecular cluster, C35H30BrF41N2O6 overall in a non-equilibrium geometry (ωB97M-V/def2-TZVPD).

Calculated values
LUMO level: -0.01 eV
Electronic energy: -8581.0613 a.u.
ΔE to the lowest compared entry with this formula, charge and spin: 0.479 eV
SMILES string: C#C[C@@](C#N)(CCF)[C@@](Br)(C#N)CCO.FC(F)C(F)(F)COC(F)(F)C(F)F.FC(F)C(F)(F)COC(F)(F)C(F)F.FC(F)C(F)(F)COC(F)(F)C(F)F.FC(F)C(F)(F)COC(F)(F)C(F)F.FC(F)C(F)(F)COC(F)(F)C(F)F
Charge: 0

Structure (XYZ):
```
115
Properties=species:S:1:pos:R:3:mulliken_charge:R:1
C 3.449 0.109 -7.681 -1.34
C 3.714 1.059 -8.345 -1.11
C 3.862 2.272 -9.145 2.34
C 4.221 1.967 -10.532 -0.26
N 4.520 1.664 -11.607 -0.60
C 2.476 2.960 -9.151 -1.08
C 1.339 1.979 -9.517 -0.47
F 0.563 2.548 -10.490 -0.37
C 4.938 3.182 -8.424 0.45
Br 4.610 5.112 -8.656 0.03
C 4.764 2.976 -6.968 0.08
N 4.604 2.781 -5.840 -0.52
C 6.387 2.792 -8.737 -0.91
C 6.951 3.312 -10.052 -0.58
O 8.312 3.650 -9.856 -0.53
H 3.335 -0.718 -7.035 1.16
H 2.297 3.337 -8.149 0.54
H 2.411 3.758 -9.881 0.53
H 1.738 1.062 -9.939 0.34
H 0.747 1.793 -8.629 0.32
H 6.518 1.717 -8.634 0.42
H 6.998 3.223 -7.944 0.49
H 6.910 2.493 -10.775 0.37
H 6.387 4.133 -10.496 0.31
H 8.765 3.651 -10.698 0.33
F 0.112 -3.775 -8.320 -0.24
C 0.481 -2.945 -7.331 0.12
F 0.545 -1.702 -7.874 -0.23
C 1.836 -3.323 -6.715 0.93
F 2.841 -3.167 -7.607 -0.29
F 2.080 -2.428 -5.717 -0.18
C 1.946 -4.727 -6.083 -0.84
O 2.522 -5.788 -6.845 -0.40
C 1.772 -6.539 -7.735 0.79
F 0.456 -6.319 -7.564 -0.29
F 1.986 -7.833 -7.421 -0.30
C 2.218 -6.342 -9.188 0.19
F 2.187 -5.045 -9.545 -0.21
F 1.387 -7.018 -10.011 -0.26
H -0.301 -2.939 -6.566 0.26
H 2.648 -4.604 -5.259 0.41
H 1.009 -5.036 -5.619 0.36
H 3.237 -6.712 -9.324 0.24
F 1.716 -1.466 -2.866 -0.26
C 2.812 -0.697 -2.716 0.17
F 3.882 -1.482 -2.996 -0.29
C 2.953 -0.126 -1.302 0.92
F 3.173 -1.116 -0.410 -0.26
F 4.080 0.637 -1.319 -0.32
C 1.825 0.786 -0.777 -0.84
O 0.819 0.230 0.069 -0.32
C -0.296 -0.406 -0.450 0.79
F -0.407 -0.176 -1.773 -0.31
F -1.372 0.167 0.128 -0.27
C -0.330 -1.900 -0.108 0.67
F 0.788 -2.531 -0.519 -0.24
F -1.381 -2.488 -0.729 -0.28
H 2.782 0.107 -3.457 0.25
H 2.329 1.499 -0.125 0.42
H 1.388 1.386 -1.574 0.33
H -0.426 -2.045 0.963 -0.21
F -1.129 -3.119 5.238 -0.22
C -1.496 -3.086 3.946 0.02
F -0.449 -3.554 3.220 -0.27
C -1.845 -1.677 3.460 1.26
F -0.751 -0.886 3.461 -0.28
F -2.214 -1.819 2.152 -0.32
C -3.005 -0.937 4.157 -1.10
O -2.704 0.015 5.174 -0.22
C -2.501 -0.361 6.491 0.82
F -2.888 -1.640 6.689 -0.29
F -3.320 0.404 7.238 -0.30
C -1.066 -0.104 6.957 0.92
F -0.166 -0.715 6.162 -0.23
F -0.893 -0.587 8.210 -0.29
H -2.342 -3.764 3.801 0.32
H -3.454 -0.328 3.373 0.48
H -3.790 -1.623 4.472 0.25
H -0.848 0.962 6.959 -0.53
F -1.739 5.551 6.693 -0.23
C -1.220 4.558 5.954 0.08
F -2.233 3.708 5.656 -0.22
C -0.121 3.782 6.687 1.17
F -0.630 3.112 7.747 -0.28
F 0.322 2.833 5.812 -0.33
C 1.130 4.565 7.139 -0.92
O 1.214 5.015 8.490 -0.40
C 0.643 6.210 8.896 0.79
F 0.278 6.955 7.837 -0.29
F 1.609 6.901 9.534 -0.30
C -0.503 6.002 9.892 0.19
F -1.452 5.187 9.394 -0.21
F -1.083 7.191 10.168 -0.26
H -0.836 4.974 5.018 0.26
H 1.946 3.846 7.067 0.42
H 1.384 5.359 6.438 0.32
H -0.125 5.564 10.818 0.25
F -8.246 -3.526 9.012 -0.22
C -7.141 -3.680 9.763 0.11
F -7.552 -3.909 11.033 -0.27
C -6.230 -2.448 9.745 0.82
F -6.839 -1.402 10.342 -0.28
F -5.156 -2.764 10.521 -0.32
C -5.657 -1.989 8.388 -0.49
O -6.307 -0.925 7.691 -0.35
C -7.394 -1.152 6.868 0.78
F -7.549 -2.466 6.621 -0.30
F -7.105 -0.573 5.682 -0.29
C -8.676 -0.497 7.394 0.19
F -8.963 -0.898 8.644 -0.21
F -9.717 -0.840 6.600 -0.27
H -6.598 -4.564 9.416 0.28
H -4.680 -1.570 8.623 0.21
H -5.453 -2.831 7.727 0.34
H -8.572 0.590 7.397 0.24
```

---

Entry from the Open Molecules 2025 dataset: C30H41AsHfN7O4 as an isolated structure (ωB97M-V/def2-TZVPD).

Calculated values
LUMO level: -9.80 eV
Electronic energy: -4135.1911 a.u.
ΔE to the lowest compared entry with this formula, charge and spin: 0.000 eV
Charge: +3

Structure (XYZ):
```
84
Properties=species:S:1:pos:R:3:mulliken_charge:R:1
Hf -0.957 0.283 0.339 1.70
C 0.660 2.311 -3.384 -2.00
C 0.147 1.395 -2.333 0.60
N -0.037 1.740 -1.101 0.77
C 0.391 3.058 -0.596 -1.23
C 0.074 3.203 0.899 -0.51
N 0.174 1.878 1.578 -0.26
C -0.164 1.876 3.035 -0.67
C -0.772 0.537 3.477 -0.71
N -1.736 0.030 2.466 -0.63
C -2.230 -1.367 2.679 -1.12
C -1.276 -2.379 2.057 -0.54
N -0.995 -1.964 0.674 0.25
C -0.974 -2.752 -0.340 0.62
C -1.217 -4.220 -0.340 -1.95
C -0.696 -2.079 -1.649 0.43
C -0.748 -2.704 -2.887 -0.61
C -0.513 -1.944 -4.024 -1.45
C -0.209 -0.591 -3.907 -0.76
C -0.166 -0.034 -2.641 0.39
N -0.407 -0.779 -1.553 1.04
H -0.168 2.922 -3.760 0.31
H 1.092 1.777 -4.225 0.62
H 1.407 2.995 -2.983 0.48
H -0.091 3.868 -1.145 0.53
H 1.467 3.153 -0.762 0.60
H -0.932 3.569 1.042 -0.14
H 0.765 3.923 1.342 0.68
H 1.153 1.618 1.498 -0.14
H -0.843 2.701 3.230 0.30
H 0.730 2.066 3.631 0.46
H -1.261 0.671 4.444 0.59
H 0.003 -0.219 3.612 0.31
H -2.557 0.636 2.461 0.31
H -3.201 -1.434 2.189 0.40
H -2.373 -1.575 3.741 0.54
H -1.712 -3.373 2.125 0.63
H -0.328 -2.395 2.600 0.07
H -1.239 -4.655 0.653 0.56
H -0.448 -4.733 -0.920 0.44
H -2.177 -4.422 -0.826 0.38
H -0.981 -3.755 -2.975 0.65
H -0.567 -2.403 -5.003 0.51
H -0.032 0.004 -4.791 0.56
C -3.115 4.058 2.148 -1.33
C -3.403 3.312 0.891 0.21
N -2.866 2.174 0.441 -0.01
C -3.577 1.878 -0.717 -0.12
C -4.486 2.854 -0.985 0.20
N -4.357 3.737 0.043 -0.08
C -5.513 3.133 -2.044 0.56
O -5.610 2.281 -3.043 -0.48
O -6.172 4.125 -1.924 -0.53
C -3.394 0.555 -1.324 0.40
O -3.756 0.247 -2.433 -0.79
O -2.762 -0.256 -0.485 -0.62
H -2.660 3.411 2.892 0.24
H -4.046 4.435 2.571 0.51
H -2.469 4.921 1.977 0.35
H -4.955 4.554 0.129 0.30
H -4.989 1.528 -2.974 0.39
C 3.260 0.662 0.495 -1.46
As 1.891 -0.709 0.658 1.03
C 2.443 -1.519 2.334 -1.47
C 2.477 -2.041 -0.673 -0.57
C 3.889 -2.501 -0.465 0.11
C 4.162 -3.592 0.358 -0.31
C 5.468 -4.013 0.556 -0.81
C 6.514 -3.347 -0.069 -0.55
C 6.251 -2.268 -0.900 -0.79
C 4.944 -1.847 -1.098 -0.26
H 4.230 0.164 0.465 0.57
H 3.254 1.333 1.356 0.56
H 3.132 1.239 -0.421 0.31
H 3.514 -1.711 2.286 0.52
H 1.930 -2.467 2.491 0.37
H 2.237 -0.850 3.168 0.47
H 2.347 -1.575 -1.652 0.48
H 1.778 -2.876 -0.598 0.45
H 3.348 -4.133 0.831 0.40
H 5.670 -4.868 1.186 0.44
H 7.532 -3.680 0.080 0.43
H 7.063 -1.763 -1.406 0.43
H 4.742 -1.021 -1.772 0.43
```